50
Properties=species:S:1:pos:R:3:forces:R:3:lowdin_charge:R:1 method="wB97M-V/def2-TZVPD" charge=+1 orbital_gap_ev=8.05 mol_weight_g_mol=344.388
C 0.025 2.576 4.454 -1.713 -8.328 -5.245 0.1106
C -0.300 1.444 3.649 2.078 5.030 5.788 -0.0246
C -0.639 -0.130 3.205 0.694 -0.176 -1.136 -0.0699
N -1.724 -0.898 3.928 4.450 -2.848 -6.132 0.0940
C -1.735 -2.238 3.227 1.083 2.103 0.071 0.0507
N -0.689 -2.355 2.101 -2.028 4.376 4.214 0.1097
C 0.039 -1.032 2.009 -2.454 1.868 3.575 -0.0918
N 1.127 -0.522 1.091 -2.217 -2.032 1.696 -0.0266
C 2.411 -1.315 1.195 1.517 -1.106 -0.397 -0.2027
C 3.550 -0.715 0.128 -0.867 0.278 -0.789 -0.1768
C 3.158 0.767 -0.469 0.567 0.305 -0.976 -0.2604
C 2.292 0.598 -1.880 -0.164 0.197 0.349 -0.1430
H 0.476 3.455 5.124 -1.365 -2.270 -2.105 0.0940
H -2.307 -0.507 4.709 0.510 -0.843 -1.051 0.1747
H -2.523 -3.036 3.597 2.112 1.613 -1.235 0.1669
H -0.514 -3.195 1.496 -0.498 1.084 1.040 0.1685
H 0.767 -0.624 0.117 0.359 0.277 0.921 0.1098
H 2.928 -1.289 2.245 -1.627 0.117 -1.779 0.1318
H 2.129 -2.441 0.927 1.109 2.199 0.610 0.1196
H 4.615 -0.614 0.607 -2.233 -0.672 -0.789 0.1175
H 3.528 -1.462 -0.801 0.522 1.651 2.055 0.1153
H 4.164 1.318 -0.799 -2.146 -1.301 0.881 0.1183
H 2.647 1.487 0.306 0.856 -1.693 -1.475 0.1058
H 1.634 -0.379 -1.877 1.289 1.744 0.034 0.0579
H 1.528 1.498 -2.050 1.952 -1.905 0.219 0.0937
H 3.072 0.494 -2.761 -1.887 0.306 1.689 0.0877
C 3.586 1.034 -8.282 0.232 0.222 -0.553 -0.0486
O 3.036 0.608 -7.037 0.135 -1.066 0.596 -0.0123
C 3.385 -0.652 -6.675 0.423 -0.193 -0.595 -0.5593
O 4.103 -1.408 -7.311 -1.123 1.118 1.057 0.1147
O 2.798 -0.925 -5.483 0.289 0.334 -0.674 -0.0256
C 3.079 -2.227 -4.974 0.114 -0.423 0.113 -0.0559
H 3.242 2.055 -8.472 -0.080 -0.236 0.309 0.0957
H 4.680 1.043 -8.239 -0.215 -0.167 -0.057 0.1003
H 3.235 0.395 -9.099 0.199 0.019 0.190 0.1008
H 4.153 -2.349 -4.798 -0.176 -0.049 -0.200 0.1006
H 2.708 -2.997 -5.658 0.231 0.141 0.058 0.1009
H 2.559 -2.337 -4.019 -0.022 0.306 -0.209 0.0806
C -8.072 0.827 4.329 -0.504 -0.330 0.348 -0.0449
O -7.151 1.602 3.563 1.503 -0.053 0.168 -0.0012
C -5.849 1.401 3.887 -0.408 -0.021 0.058 -0.5563
O -5.432 0.641 4.747 -0.281 0.831 -1.101 0.0907
O -5.090 2.193 3.088 -0.537 -0.637 0.555 0.0014
C -3.687 2.087 3.318 0.301 0.174 0.061 -0.0707
H -9.083 1.067 3.986 0.363 0.140 -0.122 0.0997
H -7.901 -0.243 4.173 0.071 0.208 0.143 0.0986
H -8.000 1.081 5.391 0.101 -0.155 -0.194 0.1015
H -3.340 1.067 3.122 -0.123 0.133 0.085 0.0624
H -3.439 2.391 4.340 -0.042 -0.180 -0.128 0.0968
H -3.178 2.763 2.626 -0.347 -0.094 0.063 0.0994


47
Properties=species:S:1:pos:R:3:forces:R:3:lowdin_charge:R:1 method="wB97M-V/def2-TZVPD" charge=0 orbital_gap_ev=11.18 smiles="CCCC(=O)OCC(COC(=O)CCC)OC(=O)CCC" mol_weight_g_mol=302.367
C 4.195 0.001 -2.276 -0.206 -0.140 0.026 -0.1055
C 3.075 -0.825 -1.658 0.186 0.090 0.062 -0.2350
H 2.195 -0.198 -1.508 -0.010 -0.075 -0.027 0.0885
H 2.795 -1.635 -2.332 -0.076 -0.007 0.018 0.1200
C 3.510 -1.428 -0.313 -0.226 -0.026 -0.186 -0.0971
C 2.339 -2.153 0.291 0.339 -0.082 0.025 -0.4845
O 1.962 -3.253 0.000 -0.074 -0.097 -0.112 0.1280
O 1.732 -1.381 1.219 0.028 0.364 0.154 -0.0037
C 0.520 -1.860 1.778 -0.608 -0.153 -0.112 -0.0878
H 0.525 -1.566 2.830 0.021 -0.044 -0.074 0.1455
C -0.669 -1.217 1.056 0.104 -0.604 -0.186 -0.2319
C -2.007 -1.708 1.613 0.634 -0.130 -0.062 -0.0912
H -2.112 -1.419 2.660 -0.020 -0.057 -0.064 0.1444
H -2.066 -2.795 1.499 0.043 0.138 0.088 0.1433
O -3.094 -1.095 0.938 -0.166 0.313 0.147 0.0084
C -3.383 -1.563 -0.291 -0.369 -0.135 -0.182 -0.4910
O -2.816 -2.498 -0.788 0.135 -0.082 -0.039 0.1291
C -4.477 -0.760 -0.946 0.174 -0.004 -0.156 -0.0947
C -3.901 0.536 -1.541 -0.074 0.040 0.163 -0.2249
C -3.692 1.616 -0.488 0.093 -0.032 -0.192 -0.0974
H -4.643 1.902 -0.043 -0.076 0.058 0.086 0.0783
H -3.245 2.498 -0.939 0.026 0.135 0.008 0.0714
H -3.039 1.262 0.306 0.042 0.041 0.112 0.0567
H -2.953 0.313 -2.037 -0.030 -0.004 -0.103 0.1146
H -4.593 0.904 -2.300 0.054 -0.044 -0.040 0.1077
H -4.905 -1.373 -1.739 0.032 -0.043 0.123 0.1232
H -5.244 -0.517 -0.210 -0.061 -0.031 -0.004 0.1234
H -0.605 -1.435 -0.019 -0.042 -0.013 0.308 0.1580
O -0.598 0.197 1.240 -0.131 -0.072 0.414 0.0435
C -0.168 0.942 0.213 -0.098 0.396 -0.043 -0.4962
O 0.097 0.504 -0.875 0.000 -0.011 -0.138 0.1125
C -0.046 2.393 0.608 0.188 0.019 -0.150 -0.0989
C 1.429 2.812 0.572 -0.067 -0.052 0.147 -0.2330
C 2.241 2.109 1.652 -0.020 0.140 -0.191 -0.0882
H 2.193 1.030 1.528 0.053 -0.135 0.050 0.0536
H 1.857 2.357 2.640 -0.011 -0.010 0.136 0.0790
H 3.283 2.417 1.603 0.112 -0.024 0.054 0.0738
H 1.491 3.893 0.710 -0.008 -0.008 -0.084 0.1081
H 1.835 2.571 -0.412 -0.017 0.088 -0.040 0.1081
H -0.609 2.988 -0.112 -0.074 -0.073 0.023 0.1217
H -0.463 2.532 1.605 -0.035 0.053 -0.028 0.1238
H 0.476 -2.949 1.676 -0.053 0.160 0.093 0.1383
H 3.836 -0.638 0.363 0.049 -0.017 0.005 0.1169
H 4.322 -2.137 -0.476 -0.025 -0.012 0.075 0.1292
H 4.473 0.823 -1.620 0.073 0.114 0.045 0.0692
H 5.076 -0.613 -2.449 0.140 -0.015 -0.042 0.0722
H 3.872 0.416 -3.228 0.049 0.081 -0.105 0.0709


48
Properties=species:S:1:pos:R:3:forces:R:3:lowdin_charge:R:1 method="wB97M-V/def2-TZVPD" charge=+2 orbital_gap_ev=3.54 mol_weight_g_mol=327.341
C 0.011 -3.009 -2.641 -0.579 1.246 0.849 -0.0306
C -0.963 -2.402 -3.765 0.863 -0.396 -2.326 -0.2447
N -1.169 -0.965 -3.651 1.098 -1.145 2.391 -0.0699
P -2.558 -0.498 -2.598 -1.280 -1.474 0.284 0.6378
O -3.804 0.246 -1.675 1.021 -0.256 0.336 -0.2477
C -3.435 0.250 -0.269 0.759 0.137 0.143 -0.1095
C -2.304 -0.834 -0.185 1.524 0.881 2.024 -0.2801
C -1.301 -0.766 1.058 -1.724 0.009 -0.823 -0.0925
O -0.659 0.514 1.047 1.148 -1.244 0.826 -0.0460
C 0.556 0.530 1.680 2.346 1.135 0.516 -0.1875
C 1.059 -0.470 2.606 0.210 -0.197 -0.025 -0.0841
C 2.383 -0.435 3.235 -0.265 1.199 -0.538 -0.4586
C 2.898 -1.566 4.204 -0.041 0.756 -0.817 -0.0481
C 3.263 0.680 2.909 -1.999 -0.887 -0.636 -0.0754
C 2.749 1.705 2.015 -0.487 -0.907 0.051 0.0176
C 1.435 1.680 1.391 0.736 -0.826 0.937 -0.0794
C 1.060 2.868 0.467 0.270 0.307 0.145 -0.3468
C -0.402 3.420 0.661 0.211 -0.009 -1.080 -0.0569
C 1.412 2.546 -1.049 -0.374 0.005 0.784 -0.0444
O -1.425 -0.439 -1.281 -1.088 -0.956 -0.886 -0.2416
H 0.739 -3.740 -3.051 -0.684 0.578 0.187 0.0963
H 0.513 -2.117 -2.176 -0.047 -1.078 -0.359 0.0682
H -0.647 -3.447 -1.843 0.751 0.194 -0.801 0.0873
H -1.899 -2.997 -3.853 0.475 0.855 0.067 0.1192
H -0.401 -2.556 -4.737 -0.523 -0.147 0.767 0.1520
H -0.296 -0.470 -3.416 -0.442 -0.362 -0.090 0.1166
H -2.312 0.860 -3.055 -0.282 0.919 -0.864 0.1859
H -3.465 -0.557 -3.745 -0.469 0.597 0.280 0.1409
H -2.969 -1.862 -2.331 0.262 0.326 -0.034 0.0904
H -4.276 0.189 0.465 0.383 -0.364 -1.062 0.1587
H -2.959 1.255 -0.124 -0.292 -0.829 0.241 0.1355
H -2.571 -1.924 -0.200 -0.275 1.132 -0.340 0.1577
H -1.928 -0.879 1.981 0.693 -0.119 -0.589 0.1662
H -0.597 -1.628 0.906 -0.421 0.925 0.330 0.1355
H 0.419 -1.349 2.869 0.544 0.941 -0.194 0.1267
H 3.738 -2.138 3.712 -0.639 0.454 0.518 0.0652
H 3.331 -1.035 5.087 -0.447 -0.754 -0.538 0.1110
H 2.106 -2.301 4.469 0.546 0.712 -0.018 0.0991
H 4.276 0.674 3.366 -0.840 0.405 -0.523 0.1394
H 3.414 2.568 1.772 -0.675 -0.789 0.235 0.1381
H 1.747 3.713 0.753 -0.610 -0.861 -0.083 0.1393
H -1.124 2.795 0.066 0.549 0.467 0.838 0.0650
H -0.425 4.428 0.165 -0.017 -0.826 0.681 0.0980
H -0.710 3.516 1.729 0.245 -0.148 -0.899 0.0980
H 1.084 1.496 -1.273 0.217 0.911 -0.058 0.0677
H 0.863 3.286 -1.690 0.651 -0.773 0.418 0.0927
H 2.519 2.635 -1.196 -1.042 -0.127 -0.038 0.0908
Al 3.027 -1.473 1.195 0.037 0.387 -0.227 0.9467


55
Properties=species:S:1:pos:R:3:forces:R:3:lowdin_charge:R:1 method="wB97M-V/def2-TZVPD" charge=0 orbital_gap_ev=9.04 mol_weight_g_mol=808.890
N 5.830 -3.556 0.772 -0.952 0.228 -0.136 0.0682
C 5.037 -2.825 -0.244 0.607 0.520 -0.567 -0.6174
N 4.930 -3.648 -1.465 0.513 0.098 0.462 0.0726
N 5.870 -1.635 -0.598 -0.535 -0.551 0.280 0.0466
C 3.613 -2.382 0.339 1.178 -1.036 0.682 -0.1888
O 2.596 -2.323 -0.682 -0.337 0.664 1.248 -0.3336
S 1.141 -1.745 -0.120 -0.573 0.227 0.531 0.9618
O 1.295 -1.249 1.257 0.407 -0.752 -1.404 -0.4286
O 0.220 -3.123 0.053 0.781 0.975 -0.570 -0.3326
C -0.721 -3.282 -1.029 -1.377 -1.337 0.026 -0.2147
C -2.201 -3.100 -0.526 -0.468 0.258 -0.313 -0.1719
C -2.502 -2.499 0.763 -2.298 -2.052 -1.909 -0.2051
C -3.911 -2.415 1.146 0.526 -0.507 -0.894 -0.1008
C -4.978 -2.887 0.285 2.317 -0.250 -0.889 -0.0771
C -4.616 -3.456 -1.005 1.069 0.226 0.439 -0.0861
C -3.238 -3.573 -1.447 -0.578 1.211 2.681 -0.0373
H 5.686 -4.563 0.679 -0.156 0.348 0.085 0.0773
H 5.507 -3.293 1.706 0.205 -0.189 -0.217 0.0736
H 5.200 -3.040 -2.247 -0.372 -0.377 0.278 0.0756
H 5.712 -4.315 -1.420 -0.401 0.305 -0.065 0.0768
H 5.434 -1.108 -1.356 -0.011 0.125 0.536 0.0729
H 6.009 -1.062 0.236 -0.066 0.064 -0.507 0.0700
H 3.798 -1.397 0.848 -0.604 -0.859 -0.525 0.1189
H 3.304 -3.142 1.101 0.191 0.640 -0.559 0.1254
H -0.489 -2.668 -1.935 -0.099 -0.164 0.910 0.1199
H -0.652 -4.361 -1.347 0.159 1.069 0.230 0.1342
H -1.699 -2.129 1.422 -0.722 -1.141 -0.495 -0.0027
H -4.127 -1.978 2.150 -0.004 -0.401 -0.995 0.0998
H -6.050 -2.844 0.560 0.986 0.067 -0.046 0.0966
H -5.410 -3.841 -1.683 0.617 0.424 0.665 0.0950
H -2.965 -4.000 -2.440 -0.321 0.364 1.001 0.1114
Br -2.094 3.278 2.982 0.032 -0.048 0.018 0.6159
C -0.524 2.171 2.646 0.040 0.292 -0.041 -0.6808
C -0.573 1.557 1.271 -0.112 -0.154 -0.007 -0.6455
Br -1.811 0.054 1.206 0.451 1.827 -0.066 0.8331
H -0.477 1.435 3.444 -0.017 -0.007 -0.125 0.0555
H 0.325 2.850 2.734 -0.009 -0.101 -0.004 0.0424
H 0.397 1.134 1.007 -0.042 -0.023 0.120 0.0440
H -0.882 2.259 0.497 -0.014 0.026 0.118 0.0281
Br -2.453 1.331 -2.330 -0.084 -0.018 -0.013 0.6069
C -3.609 2.855 -2.694 0.311 0.027 -0.117 -0.6844
C -3.870 3.654 -1.443 -0.323 0.026 0.056 -0.7124
Br -5.167 2.766 -0.293 0.111 0.002 0.023 0.6036
H -4.515 2.465 -3.152 0.027 0.040 0.117 0.0504
H -3.067 3.455 -3.426 -0.046 0.019 0.092 0.0570
H -4.321 4.615 -1.691 0.050 -0.060 -0.044 0.0591
H -2.977 3.819 -0.846 -0.046 -0.074 -0.090 -0.0241
Br 2.484 7.121 -0.423 -0.082 0.041 0.046 0.6062
C 1.438 6.516 1.105 0.330 -0.026 -0.057 -0.6926
C 0.618 5.300 0.762 -0.261 -0.032 0.131 -0.6984
Br -0.946 5.772 -0.295 0.108 -0.038 -0.035 0.6524
H 0.836 7.361 1.432 -0.035 -0.120 -0.047 0.0531
H 2.172 6.278 1.874 -0.088 -0.041 -0.037 0.0589
H 0.220 4.839 1.666 -0.013 0.110 -0.019 0.0163
H 1.173 4.555 0.193 0.028 0.132 0.017 0.0555